C17H13Cl3INO3 | the ωB97M-V functional and the def2-TZVPD basis

```
38
C17H13Cl3INO3 | the Open Molecules 2025 dataset | the ωB97M-V functional and the def2-TZVPD basis
O 1.860 -2.156 1.178
C 1.673 -1.025 0.709
C 2.801 0.010 0.439
C 4.181 -0.371 1.145
C 5.238 0.703 0.710
C 6.766 0.320 0.981
I 7.141 0.822 3.082
N 0.444 -0.737 0.094
C -0.866 -1.317 0.439
C -1.082 -2.489 1.210
C -2.384 -2.783 1.738
Cl -2.431 -4.012 2.895
C -3.473 -1.940 1.407
C -3.296 -0.830 0.528
C -2.004 -0.547 0.035
O -1.791 0.400 -0.962
C -2.910 1.017 -1.484
C -2.778 1.907 -2.500
C -3.938 2.456 -3.060
Cl -3.675 3.454 -4.471
C -5.204 2.067 -2.660
Cl -6.699 2.696 -3.307
C -5.257 1.263 -1.552
C -4.176 0.810 -0.941
O -4.425 -0.011 0.183
H 2.395 0.912 0.917
H 2.928 0.254 -0.595
H 4.622 -1.251 0.798
H 3.979 -0.434 2.237
H 4.814 1.628 1.169
H 5.262 0.798 -0.321
H 7.353 0.972 0.349
H 7.097 -0.701 0.756
H 0.629 -0.023 -0.619
H -0.334 -3.144 1.540
H -4.387 -2.013 2.028
H -1.769 2.246 -2.942
H -6.304 1.052 -1.156
```

Values from the calculation:
Charge ... 0
LUMO level ... 0.314 eV
Calculated total energy ... -2614.30341 Eh
SMILES string ... O=C(CCCCI)Nc1cc(Cl)cc2c1Oc1cc(Cl)c(Cl)cc1O2
Strongest force on any atom ... 4.548 eV/Å